# 1
74
Properties=species:S:1:pos:R:3 method="wB97M-V/def2-TZVPD" total_charge=+2 e_lumo_ev=-5.674
Ti -0.5657 -3.2277 -0.4077
F 1.9482 2.5125 1.9590
C 1.1136 2.3592 0.9125
C 0.8463 1.1143 0.4458
C -0.0855 0.9434 -0.5938
C -0.3965 -0.3738 -1.0834
O 0.2242 -1.3978 -0.6161
C -1.3725 -0.4613 -2.0857
C -1.9259 0.6834 -2.6024
N -1.6490 1.9086 -2.1508
C -2.2783 3.0660 -2.7736
C -3.3089 3.8365 -2.0020
C -3.7170 2.9875 -3.1679
C -0.7246 2.0726 -1.1287
C -0.4028 3.3521 -0.6502
C 0.5097 3.5175 0.3727
N 0.8080 4.7696 0.9084
C -0.1573 5.8407 0.9558
C -0.1254 6.4884 2.3343
N 1.2785 6.9348 2.6534
C 2.2818 5.8132 2.5354
C 2.1676 5.2110 1.1477
C -1.8587 -1.7653 -2.6375
O -2.3993 -1.8298 -3.7023
O -1.6624 -2.8012 -1.8225
H 1.3160 0.2496 0.8930
H -2.6323 0.6062 -3.4178
H -1.5999 3.6084 -3.4199
H -3.3176 4.9123 -2.1093
H -3.5669 3.4676 -1.0179
H -3.9947 3.4669 -4.0948
H -4.2652 2.0823 -2.9471
H -0.8607 4.2214 -1.0969
H -1.1620 5.4547 0.7949
H 0.0354 6.6009 0.1841
H -0.4085 5.7723 3.1036
H -0.7734 7.3614 2.3879
H 1.3091 7.3322 3.5937
H 1.5460 7.6882 2.0145
H 2.0351 5.0789 3.3001
H 3.2694 6.2297 2.7242
H 2.8681 4.3872 1.0643
H 2.4570 5.9614 0.3967
O -0.3167 -6.8203 -1.7831
C -0.0283 -5.8050 -1.2399
O -0.8137 -5.0557 -0.4511
C 1.3316 -5.1554 -1.3737
C 2.3375 -5.7543 -2.1314
C 3.5453 -5.1202 -2.1937
C 3.7600 -3.9373 -1.4525
C 5.0252 -3.3019 -1.4056
C 5.2209 -2.2128 -0.6105
C 4.1627 -1.7199 0.1859
C 2.9238 -2.2915 0.1416
C 2.6917 -3.3995 -0.7002
N 1.4544 -3.9991 -0.7339
H 2.1192 -6.6848 -2.6350
H 4.3590 -5.5281 -2.7809
H 5.8355 -3.7138 -1.9932
H 6.1934 -1.7423 -0.5645
H 4.3475 -0.8907 0.8568
H 2.1212 -1.9478 0.7765
Se -1.3480 -2.4965 1.7163
C -2.3756 -4.0464 2.2259
C -2.0659 -4.7135 3.4013
C -2.8277 -5.8141 3.7687
C -3.8765 -6.2390 2.9665
C -4.1785 -5.5608 1.7940
C -3.4318 -4.4538 1.4196
H -1.2403 -4.3843 4.0179
H -2.5963 -6.3416 4.6844
H -4.4631 -7.1001 3.2568
H -4.9971 -5.8911 1.1687
H -3.6722 -3.9144 0.5147

***

# 2
73
Properties=species:S:1:pos:R:3 method="wB97M-V/def2-TZVPD" e_above_lowest_kcal_mol=75.1 total_charge=+2 e_lumo_ev="-9.084 / -9.084"
Au 0.1510 0.2123 0.2495
I 2.7489 0.3522 -0.3510
C 3.5974 2.3046 -0.0196
C 4.9611 2.2071 0.0571
C 5.7620 3.3545 0.1066
C 5.1617 4.5758 0.0411
C 3.7531 4.6964 -0.0061
C 3.1966 5.9925 -0.0713
C 1.8468 6.1869 -0.0824
C 1.0068 5.0743 0.0061
C 1.5007 3.7831 0.0421
P 0.0765 2.6449 0.1860
C -0.7945 3.0445 1.6949
C -0.1093 3.5548 2.8010
C -0.7999 3.7758 3.9794
C -2.1505 3.4627 4.0703
C -2.8180 2.9049 2.9856
C -2.1436 2.6841 1.8007
C -0.9377 2.9606 -1.2714
C -2.0583 3.7895 -1.2843
C -2.7492 3.9712 -2.4723
C -2.3368 3.3343 -3.6350
C -1.2125 2.5190 -3.6246
C -0.5154 2.3287 -2.4457
C 2.9032 3.5384 0.0017
H 5.4351 1.2335 0.0543
H 6.8358 3.2511 0.1617
H 5.7541 5.4806 0.0280
H 3.8754 6.8338 -0.1118
H 1.4236 7.1788 -0.1472
H -0.0635 5.2367 0.0455
H 0.9478 3.7799 2.7363
H -0.2797 4.1828 4.8349
H -2.6767 3.6262 5.0005
H -3.8613 2.6352 3.0750
H -2.6410 2.2238 0.9575
H -2.3875 4.2968 -0.3864
H -3.6160 4.6174 -2.4914
H -2.8938 3.4718 -4.5514
H -0.8833 2.0305 -4.5311
H 0.3629 1.6920 -2.4278
C -4.9976 -0.8224 1.0633
C -4.5141 -0.1204 -0.1910
S -2.8652 -0.6100 -0.7967
O -1.9314 -0.2855 0.3895
C -2.9696 -2.4396 -0.8508
C -2.6832 -3.1471 0.4597
H -5.8805 -0.3084 1.4411
H -4.2345 -0.7987 1.8402
H -5.2800 -1.8523 0.8594
H -4.4341 0.9574 -0.0398
H -5.1673 -0.3009 -1.0474
H -2.2274 -2.7084 -1.6043
H -3.9596 -2.6704 -1.2470
H -1.8232 -2.7076 0.9619
H -2.4473 -4.1903 0.2540
H -3.5303 -3.1212 1.1393
O -1.6159 -6.2411 0.1028
S -0.2840 -6.1510 0.6184
O 0.0954 -6.8777 1.7782
N 0.0404 -4.5080 0.8251
C 0.9033 -4.1121 -0.0391
S 1.3017 -2.4375 -0.0609
C 1.4638 -5.1076 -0.9663
C 2.3845 -4.9413 -1.9890
C 2.7209 -6.0568 -2.7452
C 2.1504 -7.2968 -2.4893
C 1.2201 -7.4659 -1.4635
C 0.9038 -6.3530 -0.7258
H 2.8082 -3.9661 -2.1893
H 3.4354 -5.9600 -3.5509
H 2.4216 -8.1490 -3.0967
H 0.7711 -8.4284 -1.2626

***

# 3
76
Properties=species:S:1:pos:R:3 method="wB97M-V/def2-TZVPD" e_above_lowest_kcal_mol=31.4 multiplicity=3 total_charge=0 e_lumo_ev="-0.069 / -0.338"
Ti 0.9147 -0.7453 -0.7034
N 0.3349 -1.4970 3.6701
C 0.8723 -1.3838 2.4097
S 0.4098 -2.4269 1.2244
N 1.7733 -0.4406 2.2159
N 2.1648 -0.3704 0.9230
C 3.3719 0.1390 0.7239
C 4.1800 0.7718 1.7870
C 5.4571 0.4381 2.2324
C 6.0570 1.1326 3.2791
C 5.4709 2.2180 3.8921
C 4.2241 2.6245 3.4444
C 3.5989 1.9069 2.4687
C 3.8506 0.1380 -0.6154
C 5.0865 0.6393 -1.0611
C 5.3437 0.5113 -2.4374
C 4.3042 0.0439 -3.2852
C 3.1288 -0.4336 -2.7290
N 2.8646 -0.3742 -1.4021
H -0.2390 -2.3095 3.8355
H 0.3207 -0.7016 4.2936
H 6.0135 -0.4335 1.8233
H 7.0212 0.8078 3.5423
H 6.0015 2.7270 4.6665
H 3.7490 3.4974 3.8002
H 2.5525 2.0119 2.1981
H 5.8476 0.9225 -0.4106
H 6.3275 0.8219 -2.8384
H 4.4014 -0.1105 -4.3239
H 2.3972 -0.9248 -3.3403
O -0.0612 -4.2811 -1.8406
C -0.3795 -3.1105 -1.9252
O 0.4346 -2.1146 -2.0943
C -1.9789 -2.9166 -2.0098
C -2.6045 -3.7008 -2.9859
C -3.9608 -3.7613 -3.1079
C -4.7709 -3.0985 -2.1818
C -4.1681 -2.2022 -1.2931
C -2.7744 -2.0918 -1.1914
P -2.0472 -0.6940 -0.3062
C -2.7109 -0.9099 1.3877
C -2.4225 -0.0435 2.4331
C -2.9032 -0.2164 3.6890
C -3.5435 -1.3780 4.0047
C -3.8636 -2.3039 3.0027
C -3.3941 -2.0941 1.7391
C -3.0631 0.7385 -0.9379
C -3.3320 0.7928 -2.3085
C -4.1880 1.7622 -2.7824
C -4.7122 2.7263 -1.9570
C -4.3235 2.7924 -0.6478
C -3.5238 1.7780 -0.1273
H -2.0042 -4.2654 -3.6862
H -4.3840 -4.3524 -3.8743
H -5.8629 -3.1286 -2.3359
H -4.7337 -1.5255 -0.6349
H -1.8230 0.8719 2.2253
H -2.6464 0.5892 4.4214
H -3.9090 -1.6343 4.9772
H -4.4130 -3.2230 3.2700
H -3.6709 -2.8311 0.9499
H -2.8632 0.1267 -2.9611
H -4.4177 1.8077 -3.8106
H -5.3799 3.4529 -2.3524
H -4.7351 3.5625 -0.0213
H -3.2171 1.9142 0.9304
N 0.4721 1.4929 -0.0875
N 1.1590 2.4177 -0.8572
C 1.0699 2.3330 -2.1745
N 1.6423 3.3548 -2.8591
S 0.1466 1.0674 -2.8738
H -0.5141 1.6446 -0.0355
H 0.9202 1.2989 0.7561
H 1.5476 3.2277 -0.3422
H 2.5227 3.7144 -2.5594
H 1.5841 3.2106 -3.9072